# 1
Formula: C42H99BF4N11O10Pd
Source: the Open Molecules 2025 dataset
Level of theory: ωB97M-V/def2-TZVPD

CARTESIAN COORDINATES (ANGSTROEM)
Pd 3.442 2.299 -0.079
B 0.208 0.798 -0.064
F -0.434 1.061 -1.241
F -0.459 1.371 0.968
F 0.250 -0.561 0.182
F 1.502 1.339 -0.051
C -1.043 -0.693 6.645
C -0.231 -1.114 5.366
C 1.334 -0.954 5.486
C 2.069 -2.112 6.255
C 1.602 -3.430 5.629
C 0.016 -3.706 5.688
N -0.620 -2.517 5.031
O -2.037 -2.742 4.760
C -0.129 -4.856 4.666
C -0.469 -4.098 7.102
C -0.768 -0.145 4.189
H -0.916 0.388 6.714
H -0.591 -1.098 7.550
H -2.081 -1.021 6.691
H 1.729 -0.935 4.470
H 1.821 -0.101 5.958
H 1.798 -1.913 7.291
H 3.158 -2.079 6.270
H 2.130 -4.182 6.215
H 2.000 -3.407 4.615
H 0.444 -5.729 4.977
H -1.198 -5.025 4.538
H 0.178 -4.744 3.626
H -0.256 -3.296 7.809
H -1.521 -4.371 7.179
H 0.121 -4.906 7.534
H -0.515 -0.523 3.198
H -0.405 0.836 4.494
H -1.857 -0.143 4.129
H -2.029 -3.164 3.897
C -1.070 -1.117 -6.752
C -0.549 0.322 -6.983
C -0.315 0.909 -5.567
C 0.989 0.542 -4.860
C 2.082 1.050 -5.805
C 2.057 0.519 -7.256
N 0.706 0.405 -7.803
O 0.626 -0.143 -9.017
C 3.077 1.273 -8.195
C 2.592 -0.962 -7.171
C -1.603 1.188 -7.596
H -1.231 -1.679 -7.672
H -2.037 -1.088 -6.250
H -0.275 -1.700 -6.286
H -0.464 1.986 -5.483
H -1.054 0.341 -5.003
H 0.975 -0.543 -4.758
H 0.844 1.061 -3.912
H 3.061 0.844 -5.374
H 1.943 2.131 -5.831
H 2.976 2.354 -8.102
H 4.051 0.989 -7.796
H 3.136 0.970 -9.240
H 1.866 -1.683 -6.796
H 2.924 -1.343 -8.136
H 3.380 -1.177 -6.449
H -1.211 2.205 -7.596
H -2.458 1.245 -6.922
H -1.761 0.921 -8.641
H 0.276 0.569 -9.557
C -2.694 5.362 2.039
C -3.776 4.377 2.650
C -5.122 4.594 1.973
C -6.163 3.511 2.190
C -5.486 2.131 1.947
C -4.192 1.814 2.652
N -3.304 2.994 2.445
O -1.922 2.671 2.719
C -4.479 1.463 4.199
C -3.751 0.468 1.988
C -3.970 4.755 4.121
H -3.198 6.328 2.018
H -2.523 4.996 1.027
H -1.752 5.412 2.585
H -5.594 5.545 2.219
H -4.790 4.754 0.947
H -7.047 3.605 1.560
H -6.629 3.578 3.173
H -5.278 2.082 0.878
H -6.155 1.288 2.120
H -3.595 1.647 4.810
H -5.275 2.134 4.523
H -4.868 0.487 4.491
H -4.294 -0.445 2.234
H -3.661 0.672 0.921
H -2.723 0.335 2.325
H -3.008 4.645 4.621
H -4.703 4.049 4.511
H -4.377 5.764 4.185
H -1.509 2.483 1.872
C 2.042 -5.415 1.417
O 2.553 -4.585 0.276
C 3.306 -5.393 -0.634
C 3.706 -4.602 -1.877
N 2.666 -3.797 -2.359
C 1.562 -4.559 -2.871
C 0.343 -3.705 -3.364
O -0.053 -2.681 -2.397
C -1.298 -1.904 -2.535
H 1.362 -4.798 2.005
H 2.909 -5.481 2.074
H 1.535 -6.350 1.180
H 2.786 -6.269 -1.022
H 4.157 -5.829 -0.110
H 4.017 -5.256 -2.692
H 4.564 -3.937 -1.778
H 2.138 -3.579 -1.526
H 1.153 -5.106 -2.021
H 1.896 -5.232 -3.661
H -0.532 -4.348 -3.460
H 0.613 -3.119 -4.242
H -2.121 -2.582 -2.309
H -1.447 -1.594 -3.569
H -1.345 -1.072 -1.832
C 3.192 -0.249 1.914
O 3.202 1.199 1.857
C 2.507 1.910 2.865
C 2.806 3.383 2.779
N 2.751 3.869 1.425
C 1.382 4.214 0.962
C 1.482 4.763 -0.489
O 2.038 3.786 -1.295
C 2.179 4.229 -2.627
H 3.928 -0.558 1.172
H 2.203 -0.695 1.801
H 3.493 -0.588 2.905
H 2.652 1.645 3.912
H 1.463 1.611 2.774
H 3.794 3.617 3.175
H 2.079 3.945 3.365
H 3.291 4.715 1.316
H 0.863 5.026 1.471
H 0.712 3.354 0.987
H 2.024 5.697 -0.342
H 0.488 4.993 -0.874
H 1.237 4.692 -2.921
H 2.319 3.338 -3.239
H 3.046 4.877 -2.755
C 3.809 -0.493 -1.864
O 4.040 0.626 -1.365
N 4.713 -1.277 -2.399
N 2.685 -1.038 -1.696
H 5.604 -0.877 -2.659
H 4.481 -2.182 -2.782
H 1.948 -0.594 -1.167
H 2.576 -1.910 -2.194
C -2.286 3.427 -2.119
O -2.724 4.482 -2.419
N -2.142 3.000 -0.913
N -1.915 2.439 -2.960
H -2.477 3.649 -0.216
H -1.770 2.070 -0.784
H -1.927 2.608 -3.955
H -1.465 1.640 -2.536
C -1.388 -3.406 1.367
O -1.962 -4.186 2.187
N -0.511 -2.509 1.733
N -1.501 -3.583 0.055
H -0.030 -1.915 1.073
H -0.320 -2.442 2.723
H -0.755 -3.320 -0.573
H -2.260 -4.203 -0.190

Results
net charge = +1
orbital gap (alpha / beta) = 0.231 / 0.123 Ha
HOMO energy (alpha / beta) = -9.6 / -9.6 eV
⟨S²⟩ = 2.003
molar mass = 1111.5 Da
2S+1 = 3

=====

# 2
Formula: C26H55O4PS
Source: the Open Molecules 2025 dataset
Level of theory: ωB97M-V/def2-TZVPD

CARTESIAN COORDINATES (ANGSTROEM)
C 10.756 3.899 0.237
C 11.168 2.724 -0.646
C 10.321 1.465 -0.470
C 10.180 0.993 0.978
C 9.388 -0.323 1.016
C 7.874 -0.066 0.932
C 7.112 -1.001 -0.039
C 6.080 -1.898 0.658
C 4.865 -2.210 -0.241
C 3.540 -1.852 0.413
C 2.360 -1.984 -0.580
C 1.067 -2.478 0.076
C -0.168 -1.946 -0.664
C -1.425 -1.882 0.192
C -2.683 -1.678 -0.672
C -3.846 -1.150 0.182
C -4.212 0.328 0.013
C -4.405 0.721 -1.460
O -4.801 -0.393 -2.236
C -5.335 -0.002 -3.497
C -4.786 -0.870 -4.630
O -3.404 1.235 0.743
C -2.070 1.443 0.304
C -5.600 0.488 0.699
O -6.629 -0.099 -0.031
C -7.422 -1.001 0.715
C -8.279 -0.300 1.777
S -10.063 -0.595 1.584
C -10.791 1.065 1.571
C -10.134 2.053 2.525
P -5.981 2.285 1.080
O -7.214 2.696 0.361
H 10.582 3.601 1.262
H 9.876 4.401 -0.153
H 11.574 4.616 0.260
H 11.062 3.043 -1.682
H 12.215 2.490 -0.482
H 10.834 0.657 -0.992
H 9.340 1.560 -0.929
H 9.581 1.742 1.489
H 11.155 0.919 1.453
H 9.619 -0.859 1.933
H 9.703 -0.917 0.163
H 7.421 -0.184 1.909
H 7.705 0.960 0.618
H 7.795 -1.601 -0.631
H 6.556 -0.374 -0.734
H 6.523 -2.853 0.923
H 5.710 -1.401 1.548
H 4.930 -1.678 -1.189
H 4.821 -3.269 -0.483
H 3.345 -2.509 1.258
H 3.565 -0.814 0.742
H 2.684 -2.660 -1.369
H 2.231 -1.013 -1.048
H 1.058 -2.218 1.131
H 1.055 -3.559 -0.035
H -0.379 -2.645 -1.471
H 0.021 -0.974 -1.115
H -1.356 -1.119 0.960
H -1.508 -2.823 0.734
H -2.900 -2.660 -1.076
H -2.436 -1.020 -1.496
H -3.715 -1.392 1.232
H -4.738 -1.682 -0.136
H -5.202 1.469 -1.487
H -3.518 1.178 -1.908
H -6.412 -0.139 -3.450
H -5.102 1.034 -3.714
H -4.145 -1.671 -4.279
H -5.609 -1.308 -5.185
H -4.227 -0.287 -5.354
H -1.920 2.512 0.173
H -1.821 0.946 -0.625
H -1.359 1.118 1.057
H -5.486 -0.005 1.668
H -6.808 -1.760 1.204
H -8.080 -1.516 0.024
H -8.010 -0.665 2.762
H -8.121 0.773 1.789
H -10.813 1.477 0.569
H -11.825 0.925 1.866
H -10.807 2.851 2.813
H -9.295 2.530 2.019
H -9.744 1.572 3.416
H -4.931 3.127 0.683
H -6.162 2.412 2.478

Results
net charge = 0
orbital gap = 0.328 Ha
HOMO energy = -8.3 eV
molar mass = 494.8 Da
SMILES string = CCCCCCCCCCCCCCCC[C@](COCC)(OC)[C@H](OCCSCC)[PH2]=O